[1]
Molecular formula: C2HClF2O2
Method: DFT, ωB97M-V with the def2-TZVPD basis set

## Properties
Total energy: -887.00385 hartree
HOMO-LUMO gap (spin up / spin down): 8.6 / 8.6 eV
Strongest force on any atom: 4.88 eV Å⁻¹
Net charge: 0
Spin multiplicity: 1
Energy relative to the best compared isomer or geometry (same formula, charge and spin): 139.5 kcal/mol

Each line ends with the natural charge from an NBO analysis.
Geometry (Å):
O1 0.4613 -2.0891 -1.2395  -0.37
Cl1 1.8742 1.1974 0.3148  0.17
H1 -0.9658 -0.7380 0.4830  0.17
C1 -0.7478 0.3687 0.3457  0.50
O2 1.0255 -0.9475 -0.7689  -0.12
F1 -1.6265 0.9730 -0.4800  -0.30
C2 0.7042 0.1411 -0.1118  0.26
F2 -0.7250 1.0946 1.4566  -0.31

=====

[2]
Molecular formula: C37H56ClF3N3O9S2
Method: DFT, ωB97M-V with the def2-TZVPD basis set

## Properties
Total energy: -3840.59546 hartree
HOMO-LUMO gap: 9.4 eV
Strongest force on any atom: 5.14 eV Å⁻¹
Net charge: +1
Spin multiplicity: 1

Each line ends with the Löwdin charge.
Geometry (Å):
H1 -0.8740 0.7974 -0.5080  0.12
H2 2.4164 -2.6946 1.5362  0.07
O1 0.5913 -0.6619 -6.3627  -0.31
C1 -1.0870 -1.8193 2.1299  -0.15
H3 -1.0697 -1.6282 -4.0104  0.10
C2 0.0739 4.5760 -6.2430  -0.14
H4 1.9847 -1.9810 5.2920  0.11
C3 0.3990 -2.9965 -3.2602  -0.21
O2 -2.9631 -3.2006 3.9430  0.19
C4 -5.9313 0.4901 3.2762  -0.06
H5 -5.3768 1.4166 3.3325  0.11
H6 3.3796 -1.0801 4.8763  0.11
O3 -9.8108 0.3818 1.9666  0.08
H7 3.7615 -1.6621 0.4241  0.15
C5 0.9687 3.2968 0.1955  -0.53
C6 2.8924 0.3334 0.5377  -0.21
C7 -2.9956 -4.2105 1.8845  -0.12
C8 1.5242 4.9367 -8.5496  -0.06
O4 2.2469 -1.2953 -4.8628  -0.31
C9 -1.7278 -5.0645 1.8782  -0.07
C10 0.7203 -1.4180 -0.2118  -0.23
H8 1.5422 4.4895 -1.9010  -0.12
H9 -1.3216 -3.3250 -2.0595  0.12
H10 -0.4598 -2.7560 -5.2230  0.11
H11 2.2725 -2.3793 -1.2990  0.12
N1 -0.7200 4.3821 -5.0210  -0.34
H12 2.2819 0.8251 6.3717  0.08
C11 2.2071 -2.3058 2.5142  0.00
H13 2.8889 -0.6162 7.1310  0.08
H14 -7.9092 -2.8161 3.0781  0.12
C12 -7.2403 0.4976 2.8239  0.00
H15 2.5842 0.9876 -0.2530  0.13
C13 -2.8380 -3.0548 2.8106  -0.54
C14 -6.0467 -1.8880 3.5837  -0.07
C15 0.2587 5.8565 -6.7286  0.00
H16 -4.3156 -0.7098 4.0183  0.10
F1 5.3817 3.2356 2.0782  0.19
H17 1.2025 -0.5127 6.8675  0.08
C16 -0.0108 2.2614 0.6919  -0.24
H18 4.6748 -1.3055 -1.4553  0.12
C17 0.1027 0.9407 -0.1022  -0.16
C18 1.3346 3.6578 -8.0453  -0.06
H19 -0.9303 -2.5898 1.3969  0.09
H20 5.2434 1.5911 -0.5347  0.12
O5 -0.8475 3.2376 -4.6027  -0.05
H21 0.7366 1.0525 -0.9628  0.06
H22 1.7517 2.8038 -8.5598  0.11
H23 3.2101 -0.5514 2.8617  0.13
C19 3.2975 -0.9043 -0.1895  -0.30
H24 0.7028 -2.3679 0.2871  0.10
H25 3.5816 1.7536 1.9376  0.13
H26 -1.6031 -0.0703 1.2022  0.13
C20 -0.7202 -0.4351 1.6800  -0.06
C21 -7.9368 -0.6938 2.7644  -0.15
F2 5.0435 4.3647 0.3348  0.19
H27 -0.1596 6.7102 -6.2172  0.12
H28 4.7861 0.5272 1.6045  0.14
H29 0.0987 2.1311 1.7599  0.11
H30 -3.8044 -4.8546 2.1592  0.13
H31 0.8386 4.2181 0.7263  0.08
H32 -7.7048 1.4254 2.5260  0.12
H33 -1.9025 -5.9945 1.3776  0.08
C22 1.5640 -0.3663 3.9817  -0.15
H34 -5.5789 -2.8165 3.8809  0.10
C23 -5.3355 -0.7037 3.6598  -0.07
H35 2.9944 -2.6781 3.1378  0.10
O6 -2.5237 -1.7685 2.3628  -0.03
H36 1.3289 -2.8098 2.8733  0.08
H37 1.1407 7.0297 -8.2828  0.11
O7 4.2741 -0.4922 -1.1363  0.02
H38 -0.6742 -2.0939 3.0842  0.11
C24 -0.3253 -2.9416 -1.9292  -0.17
N2 -9.3373 -0.6856 2.3041  -0.35
H39 3.8523 2.5764 -0.4508  0.12
Cl1 0.6229 0.8580 -4.0469  0.49
O8 -9.9302 -1.7470 2.2924  0.08
C25 4.6121 2.1114 0.1518  -0.05
H40 1.4468 -2.7728 -3.1764  0.08
C26 -0.3994 -1.5607 -1.2602  -0.13
H41 1.9751 2.9313 0.3210  0.04
H42 0.1810 -3.6283 -1.2665  0.11
C27 -7.3564 -1.8905 3.1342  0.00
H43 -0.9824 2.6948 0.5462  0.11
C28 2.1525 -0.2394 6.4465  -0.08
C29 2.3362 -0.9767 5.1351  -0.25
H44 1.9455 -0.7897 -1.8644  0.11
H45 0.5299 -0.6612 4.0639  0.11
H46 -1.3636 -5.2570 2.8731  0.09
C30 4.0300 1.1463 1.1559  -0.09
S1 0.5827 3.6317 -1.5350  0.78
H47 -0.3481 -0.7947 -2.0166  0.07
H48 1.5851 0.7137 4.0471  0.12
O9 -1.2060 5.3628 -4.4946  0.08
H49 -0.9290 -4.5916 1.3318  0.05
H50 -3.1034 -3.8381 0.8805  0.12
F3 6.6871 3.1052 0.4476  0.18
H51 0.3454 -4.0139 -3.6004  0.12
C31 -0.2031 -2.1373 -4.3860  -0.22
H52 1.6532 0.9808 1.9339  0.15
S2 0.9117 -0.8995 -5.0321  0.30
C32 0.6069 3.4724 -6.8835  0.00
H53 -1.3543 -1.4879 -0.7670  0.12
C33 2.0749 -1.3720 -0.9710  -0.05
H54 0.4598 2.4763 -6.4940  0.09
C34 0.5127 -0.2561 0.7644  -0.30
H55 2.0889 5.0783 -9.4611  0.11
H56 -0.6044 0.2450 2.5036  0.12
N3 1.7808 0.0695 1.4903  0.08
C35 0.9899 6.0345 -7.8894  -0.06
C36 5.4316 3.2146 0.7885  -0.75
C37 2.1838 -0.7968 2.6551  -0.26

=====

[3]
Molecular formula: C38H34N2O15P
Method: DFT, ωB97M-V with the def2-TZVPD basis set

## Properties
Total energy: -3047.75134 hartree
HOMO-LUMO gap: 5.0 eV
Strongest force on any atom: 2.56 eV Å⁻¹
Net charge: -1
Spin multiplicity: 1

Each line ends with the Löwdin charge.
Geometry (Å):
C1 -2.3883 1.5244 -3.5213  -0.52
H1 0.5532 5.3700 -0.8445  0.09
O1 1.8757 5.8640 1.3499  0.11
O2 -1.8442 0.6280 -2.6614  0.03
C2 1.1750 9.1371 0.1845  0.01
H2 1.3121 10.1872 0.4100  0.12
C3 2.4740 -5.0800 3.3139  0.02
H3 -7.5776 -3.0293 0.5080  0.12
C4 -5.7198 -2.0103 0.4916  0.02
C5 -1.2574 -0.5349 -3.1766  -0.50
C6 2.4928 -5.3482 -2.4349  0.02
H4 -3.5670 2.0739 -1.8295  0.08
O3 -2.1223 1.6112 -4.6848  0.13
H5 0.8293 -0.4103 -3.0786  0.10
H6 -0.2057 0.8389 -0.7839  -0.01
H7 -1.4012 -0.7768 3.7750  0.12
C7 -1.5210 0.2322 4.1571  0.04
P1 0.0574 -0.5673 -0.6169  0.68
H8 -1.3594 -0.7968 -0.5955  -0.01
H9 -0.2187 3.4202 3.4953  0.12
C8 0.0305 -0.9175 -2.5412  -0.18
H10 0.4315 2.9513 -1.8537  0.09
C9 2.2297 1.1731 -0.0480  -0.18
H11 2.4139 -0.9377 0.0710  0.04
C10 0.6891 6.4223 -0.6127  0.03
C11 2.4250 -4.0292 -2.2656  0.04
H12 -0.3429 7.1929 -2.2942  0.12
O4 -1.8275 -1.1613 -4.0229  0.12
C12 2.0147 -4.0090 2.6692  0.04
C13 -4.5630 -1.8790 -1.7663  0.04
H13 2.4322 -0.3696 -1.5727  0.04
H14 -2.9770 -0.2021 5.6337  0.12
C14 1.9545 -0.2294 -0.6051  -0.28
C15 -3.3208 2.4635 -2.8133  0.03
O5 -0.0165 9.7116 -1.7598  0.09
C16 4.0742 -2.7069 3.3883  0.02
O6 3.2771 -1.9169 -2.8512  0.11
H15 0.0870 -1.9938 -2.6740  0.08
C17 0.2118 7.3954 -1.3867  0.02
H16 2.2058 8.3748 1.8703  0.12
H17 1.4894 1.3575 0.7299  0.06
H18 0.0093 -0.3834 0.7921  -0.02
H19 1.9376 -6.0202 3.3291  0.12
H20 1.0824 -4.0165 2.1182  0.08
H21 -5.5907 -2.8050 -3.3689  0.12
H22 -4.2232 2.6011 -3.3942  0.09
C18 0.4165 8.8247 -1.0535  -0.39
O7 0.0681 0.9841 2.6117  0.10
C19 -6.7260 -3.0116 -1.5093  -0.40
C20 -6.7231 -2.6857 -0.0615  0.01
H23 1.8419 -6.0334 -1.9067  0.12
O8 -3.6521 -0.9324 0.1902  0.10
C21 -0.6901 1.2770 3.5058  -0.37
H24 4.9696 -3.0425 -4.4644  0.12
H25 -3.7107 -1.5425 -2.3433  0.10
C22 4.3807 -5.0457 -4.1023  0.01
O9 3.5346 -7.1622 -3.5216  0.09
C23 -5.5690 -2.5555 -2.3156  0.02
C24 -4.5589 -1.5486 -0.3167  -0.37
C25 2.1274 2.2376 -1.1059  -0.51
C26 1.6517 8.1706 0.9627  0.02
O10 2.9272 2.3660 -2.0047  0.06
C27 2.7744 -2.7308 2.6641  -0.35
H26 -1.7929 3.9870 5.3476  0.12
H27 4.6166 -1.7699 3.3653  0.12
C28 -0.8331 2.6757 3.9878  0.03
H28 1.7175 -3.5614 -1.5888  0.10
O11 0.3115 -2.4638 -0.2426  -0.21
C29 -2.3602 0.5403 5.1436  0.01
H29 -2.7914 3.3993 -2.6529  0.09
H30 5.4685 -3.7818 4.5668  0.12
C30 3.3341 -3.1156 -3.0054  -0.36
O12 4.1804 -6.0250 4.6374  0.08
H31 0.4681 2.8651 -0.2139  0.07
C31 3.7603 -5.0495 4.0477  -0.40
C32 -2.5013 1.9333 5.6296  -0.40
O13 -3.2673 2.2170 6.5292  0.08
O14 2.3722 -1.7448 2.0895  0.11
H32 5.0878 -5.5151 -4.7748  0.12
O15 -7.6441 -3.6299 -2.0101  0.08
C33 3.4716 -5.9598 -3.3644  -0.39
C34 -0.4153 -2.7577 0.7542  -0.57
N1 1.0075 3.1065 -1.0349  0.11
N2 -1.1084 -2.9540 1.6652  0.12
C35 4.3181 -3.7279 -3.9370  0.02
C36 -1.6720 2.9775 4.9750  0.01
H33 -5.6949 -1.7633 1.5454  0.12
C37 1.4456 6.7361 0.6277  -0.38
H34 3.2097 1.1928 0.4247  0.12
C38 4.5281 -3.7793 4.0299  0.01

=====

[4]
Molecular formula: C6H11BrSi
Method: DFT, ωB97M-V with the def2-TZVPD basis set

## Properties
Total energy: -3098.58133 hartree
HOMO-LUMO gap: 8.4 eV
Strongest force on any atom: 4.63 eV Å⁻¹
Net charge: 0
Spin multiplicity: 1
Energy relative to the best compared isomer or geometry (same formula, charge and spin): 95.8 kcal/mol

Each line ends with the natural charge from an NBO analysis.
Geometry (Å):
C1 -2.5576 -2.2822 -0.2741  -0.26
Br1 -0.7466 -0.4045 -3.2075  -0.05
H1 2.3181 -0.9752 0.3940  0.25
H2 -3.3249 -2.4878 0.3579  0.22
Si1 0.4987 0.5528 0.2889  1.62
C2 -1.0254 0.7135 1.5039  -1.09
H3 -0.6930 1.2416 2.3395  0.23
H4 0.4086 -1.9553 -1.7376  0.20
C3 -0.3877 -1.3556 -1.4901  -0.55
H5 -1.3294 -0.2309 1.8833  0.25
H6 0.3471 1.9316 -1.9152  0.28
H7 1.8927 1.6445 -1.3462  0.25
H8 2.7283 0.3309 1.5010  0.24
C4 -1.5796 -1.9899 -0.9584  -0.05
C5 0.9227 1.9668 -0.9428  -1.15
C6 1.9802 -0.2649 1.1313  -1.12
H9 1.6006 -0.6430 1.9863  0.24
H10 -1.8768 1.2532 1.0333  0.25
H11 0.8239 2.9545 -0.5475  0.25

=====

[5]
Molecular formula: C2H8N4
Method: DFT, ωB97M-V with the def2-TZVPD basis set

## Properties
Total energy: -299.81229 hartree
HOMO-LUMO gap: 8.7 eV
Strongest force on any atom: 7.06 eV Å⁻¹
Net charge: 0
Spin multiplicity: 1
Energy relative to the best compared isomer or geometry (same formula, charge and spin): 137.1 kcal/mol

Each line ends with the natural charge from an NBO analysis.
Geometry (Å):
N1 -1.4801 -0.8462 0.8918  -0.71
H1 0.9939 0.2471 -2.4084  0.22
H2 2.0599 0.3017 -0.2338  0.38
H3 -0.8029 0.3072 -2.3822  0.28
N2 1.1539 0.1090 1.8088  -0.64
C1 0.1728 0.7672 -1.7688  -0.66
N3 -1.2106 -0.0583 -0.3281  -0.34
H4 0.1486 2.0218 -1.8417  0.24
H5 -2.3825 -1.2330 0.8702  0.35
H6 0.8936 -0.9101 2.5329  0.36
C2 0.1059 0.1914 -0.4701  0.29
N4 1.1089 -0.0542 0.3690  -0.46
H7 -0.8968 -1.6084 0.8859  0.33
H8 0.1354 0.7647 2.0745  0.38

=====

[6]
Molecular formula: C5H8O2
Method: DFT, ωB97M-V with the def2-TZVPD basis set

## Properties
Total energy: -345.62900 hartree
HOMO-LUMO gap (spin up / spin down): 7.1 / 7.1 eV
Strongest force on any atom: 0.44 eV Å⁻¹
Net charge: 0
Spin multiplicity: 1
Energy relative to the best compared isomer or geometry (same formula, charge and spin): 110.4 kcal/mol

Each line ends with the natural charge from an NBO analysis.
Geometry (Å):
H1 0.0718 0.7381 2.7471  0.48
C1 0.0458 -0.3465 -1.6661  -0.48
C2 -0.4668 0.5808 -0.5335  -0.36
H2 0.4989 2.1359 0.7468  0.20
O1 -0.2466 -2.7530 -0.9824  -0.60
H3 1.0846 -0.2140 -1.9908  0.21
H4 -0.6146 -0.2929 -2.5353  0.24
H5 -1.4840 -0.8209 1.0758  0.22
H6 0.4329 -0.4104 1.7595  0.51
O2 0.8043 0.4114 2.2010  -0.88
C3 -0.7282 -0.7004 0.3019  -0.54
C4 -0.2928 -1.5578 -0.7656  0.51
H7 1.6083 0.8128 0.1373  0.21
H8 -1.3038 1.2486 -0.7547  0.21
C5 0.5904 1.1683 0.2588  0.05